{"formula": "C28H28ClN5O2RuS4", "method": "wB97M-V/def2-TZVPD", "species": ["Ru", "C", "S", "C", "S", "N", "N", "C", "C", "C", "C", "C", "C", "N", "H", "H", "H", "H", "H", "H", "H", "H", "S", "C", "N", "C", "C", "N", "C", "C", "C", "C", "C", "C", "C", "C", "S", "C", "C", "C", "C", "C", "C", "C", "H", "H", "H", "H", "H", "H", "H", "H", "H", "H", "H", "H", "H", "H", "H", "H", "H", "H", "Cl", "C", "C", "O", "O", "H", "H"], "xyz": [[1.2143, -0.6025, 1.7166], [3.5596, 2.6208, 4.4306], [2.0031, 3.3283, 3.8326], [1.1346, 1.8650, 3.4667], [0.1678, 1.9342, 2.0460], [1.2485, 0.8251, 4.2330], [0.8590, -0.3462, 3.7710], [0.4604, -1.2982, 4.5515], [0.1993, -2.5899, 3.9703], [-0.3546, -3.6601, 4.6811], [-0.5528, -4.8612, 4.0250], [-0.2044, -4.9707, 2.6851], [0.3215, -3.8555, 2.0448], [0.5175, -2.7146, 2.6737], [4.2206, 3.4531, 4.6500], [3.9741, 2.0097, 3.6292], [3.3765, 2.0113, 5.3111], [0.3333, -1.1290, 5.6162], [-0.6290, -3.5366, 5.7167], [-0.9696, -5.7049, 4.5533], [-0.3287, -5.8989, 2.1505], [0.5888, -3.8730, 0.9942], [-0.9429, -1.1065, 0.6735], [-0.6658, -0.7940, -1.0117], [-1.7166, -0.9275, -1.8597], [-1.6082, -0.2490, -3.1302], [-0.2497, -0.5740, -3.7430], [0.8078, -0.2260, -2.8232], [1.9443, 0.4904, -3.3581], [1.5372, 1.8955, -3.7423], [1.7228, 2.3627, -5.0361], [1.3288, 3.6457, -5.3767], [0.7269, 4.4626, -4.4344], [0.5508, 4.0064, -3.1372], [0.9557, 2.7287, -2.7929], [0.5935, -0.4113, -1.5000], [1.9690, -0.2557, -0.4425], [-2.9626, -1.5603, -1.4886], [-4.0506, -0.5601, -1.1547], [-4.7956, 0.0364, -2.1643], [-5.8046, 0.9311, -1.8560], [-6.0826, 1.2361, -0.5351], [-5.3406, 0.6483, 0.4747], [-4.3249, -0.2404, 0.1683], [-1.6977, 0.8339, -2.9790], [-2.4078, -0.5808, -3.7921], [-0.1114, -0.0149, -4.6686], [-0.1968, -1.6496, -3.9560], [2.3194, -0.0436, -4.2342], [2.7307, 0.5174, -2.6030], [2.1877, 1.7339, -5.7816], [1.4885, 4.0050, -6.3829], [0.4069, 5.4579, -4.7071], [0.0982, 4.6463, -2.3932], [0.8261, 2.3723, -1.7802], [-2.7702, -2.2018, -0.6245], [-3.2837, -2.1882, -2.3285], [-4.5983, -0.2033, -3.1991], [-6.3808, 1.3779, -2.6512], [-6.8696, 1.9345, -0.2943], [-5.5570, 0.8732, 1.5076], [-3.7470, -0.6880, 0.9637], [5.6239, -0.2538, 4.1757], [5.3382, -0.7191, 2.4811], [3.8375, -0.6902, 2.2517], [3.2050, -1.7599, 2.2060], [3.2561, 0.4146, 2.1331], [5.7285, -1.7250, 2.3333], [5.8418, 0.0064, 1.8443]], "total_charge": 1, "relative_energy_kcal_mol": 20.2, "max_force_ev_per_a": 2.24, "molar_mass_da": 731.4, "lumo_ev": [-3.69, -5.85], "multiplicity": 6}

---

{"formula": "C28H28F6IrN6O4PS3Sb", "method": "wB97M-V/def2-TZVPD", "species": ["Ir", "O", "C", "C", "C", "C", "C", "C", "C", "O", "N", "N", "C", "C", "C", "C", "C", "C", "C", "O", "H", "H", "H", "H", "H", "H", "H", "H", "H", "H", "C", "P", "C", "C", "O", "H", "H", "H", "H", "H", "H", "H", "H", "H", "N", "C", "C", "C", "N", "H", "H", "H", "H", "S", "C", "S", "C", "N", "N", "C", "C", "C", "C", "C", "C", "S", "H", "H", "H", "H", "H", "F", "Sb", "F", "F", "F", "F", "F"], "xyz": [[-0.1265, -0.2097, -0.6223], [0.9300, 4.2572, 0.7289], [-0.3625, 4.5896, 0.6921], [-0.6844, 5.9459, 0.6095], [-2.0014, 6.3448, 0.5617], [-3.0417, 5.4109, 0.5990], [-2.7483, 4.0732, 0.6838], [-1.4127, 3.6354, 0.7162], [-1.1145, 2.2163, 0.6581], [0.0881, 1.7859, 0.6507], [-2.1608, 1.3632, 0.6196], [-1.7971, 0.1143, 0.4012], [-2.6161, -0.8450, 0.7965], [-2.2998, -2.2067, 0.8409], [-3.3183, -3.1166, 1.2096], [-3.0602, -4.4462, 1.3421], [-1.7453, -4.9227, 1.1395], [-0.7232, -4.0749, 0.8150], [-0.9533, -2.6958, 0.6249], [0.0581, -1.9354, 0.3455], [0.9963, 3.2812, 0.7531], [0.1247, 6.6635, 0.5904], [-2.2314, 7.4005, 0.5031], [-4.0700, 5.7426, 0.5640], [-3.5300, 3.3276, 0.7217], [-3.5788, -0.5249, 1.1821], [-4.3222, -2.7377, 1.3542], [-3.8544, -5.1367, 1.5862], [-1.5476, -5.9820, 1.2359], [0.2857, -4.4364, 0.6687], [2.6767, 0.3875, -4.1009], [2.1946, -1.0060, -3.0569], [1.0230, -2.0033, -3.9875], [3.6762, -1.9990, -2.7822], [1.6533, -0.5095, -1.7348], [3.0540, 0.0326, -5.0600], [3.4565, 0.9565, -3.5948], [1.8107, 1.0287, -4.2653], [1.5049, -2.4347, -4.8646], [0.1854, -1.3820, -4.3050], [0.6400, -2.8017, -3.3533], [3.9849, -2.4700, -3.7154], [3.4567, -2.7636, -2.0379], [4.4781, -1.3586, -2.4166], [-1.8298, 1.1661, -2.6802], [-2.0779, 2.2771, -3.3776], [-1.0377, 3.1574, -3.1401], [-0.1786, 2.4788, -2.2796], [-0.6710, 1.2689, -2.0078], [-2.3596, 0.3004, -2.7038], [-2.9511, 2.3573, -4.0026], [-0.9192, 4.1539, -3.5261], [0.7534, 2.8032, -1.8452], [6.2648, 1.5985, 5.1863], [5.2595, 0.6634, 4.2823], [5.0102, 0.9554, 2.5894], [3.7534, -0.3028, 2.5636], [3.6123, -0.8665, 3.7465], [4.4181, -0.3751, 4.6770], [4.2757, -0.9483, 5.9846], [5.3348, -1.0600, 6.8802], [5.1131, -1.6220, 8.1273], [3.8564, -2.0855, 8.4814], [2.8125, -2.0033, 7.5713], [3.0154, -1.4416, 6.3258], [2.9058, -0.6801, 1.1810], [6.3257, -0.7460, 6.6104], [5.9377, -1.7080, 8.8215], [3.6920, -2.5207, 9.4580], [1.8310, -2.3751, 7.8328], [2.2093, -1.3656, 5.6121], [-1.4785, -1.5285, -2.1924], [-3.0347, -2.4444, -3.0415], [-2.6930, -3.8679, -1.8588], [-4.0032, -1.4839, -1.7075], [-4.5535, -3.2404, -3.7594], [-3.1167, -0.8317, -4.0679], [-1.8066, -3.1314, -4.2890]], "total_charge": 1, "relative_energy_kcal_mol": 25.2, "max_force_ev_per_a": 1.38, "molar_mass_da": 1067.7, "lumo_ev": [-3.55, -6.07], "multiplicity": 5}

---

{"formula": "C28H28IIrN5S", "method": "wB97M-V/def2-TZVPD", "species": ["Ir", "C", "C", "C", "C", "C", "C", "C", "C", "C", "C", "N", "C", "C", "C", "C", "C", "N", "H", "H", "H", "H", "H", "H", "H", "H", "H", "H", "H", "H", "H", "H", "H", "H", "H", "N", "C", "C", "C", "C", "C", "C", "S", "N", "C", "C", "C", "C", "C", "C", "N", "H", "H", "H", "H", "H", "H", "H", "H", "H", "I", "C", "H", "H"], "xyz": [[0.1734, 0.2524, -0.0444], [-0.4109, -1.5724, -3.5766], [-1.0882, -1.4905, -2.2110], [-2.3609, -0.6763, -2.2681], [-3.3560, -1.1153, -3.1373], [-4.4789, -0.3463, -3.3743], [-4.5578, 0.9214, -2.8204], [-3.5895, 1.3971, -1.9458], [-3.6088, 2.8904, -1.6476], [-3.0814, 3.6609, -2.8654], [-2.5573, 0.5177, -1.5718], [-1.7346, 0.8336, -0.4264], [-2.2590, 1.4694, 0.5848], [-1.3809, 1.8409, 1.6202], [-1.4707, 2.6663, 2.7345], [-0.1778, 2.7451, 3.2674], [0.6484, 1.9611, 2.4694], [-0.0794, 1.4042, 1.4809], [0.5987, -1.9781, -3.4981], [-0.3546, -0.5906, -4.0403], [-0.9853, -2.2228, -4.2351], [-0.3792, -1.0272, -1.4860], [-1.2721, -2.4993, -1.8341], [-3.2379, -2.0699, -3.6363], [-5.2569, -0.7068, -4.0336], [-5.3777, 1.5765, -3.0910], [-2.9991, 3.1668, -0.7916], [-4.6320, 3.2024, -1.4327], [-2.0277, 3.4304, -3.0387], [-3.1748, 4.7354, -2.7062], [-3.6352, 3.4002, -3.7669], [-3.3217, 1.6721, 0.6328], [-2.3575, 3.1775, 3.0749], [0.1430, 3.3101, 4.1268], [1.7070, 1.7737, 2.5811], [3.1536, -1.8526, 2.0643], [4.4633, -1.5295, 1.7182], [5.5275, -2.0593, 2.4373], [6.8149, -1.7402, 2.0616], [7.0600, -0.9001, 0.9635], [6.0148, -0.3673, 0.2489], [4.7017, -0.6724, 0.6331], [3.4156, 0.0529, -0.2380], [2.0496, -0.4989, 0.5161], [2.0417, -1.3963, 1.4795], [0.7179, -1.9285, 1.9365], [0.5854, -2.9190, 2.8850], [-0.6941, -3.3194, 3.2627], [-1.7809, -2.7176, 2.6672], [-1.5619, -1.7437, 1.6949], [-0.3436, -1.3621, 1.3397], [3.0430, -2.4772, 2.8508], [5.3442, -2.7165, 3.2793], [7.6479, -2.1443, 2.6206], [8.0777, -0.6694, 0.6804], [6.1932, 0.2851, -0.5972], [1.4407, -3.4049, 3.3362], [-0.8266, -4.0884, 4.0111], [-2.7926, -2.9918, 2.9320], [-2.3855, -1.2634, 1.1824], [1.4752, 1.5469, -2.8567], [0.8247, 2.0001, -0.8789], [1.6822, 2.4172, -0.3534], [0.0440, 2.7505, -0.9703]], "total_charge": 2, "relative_energy_kcal_mol": 0.0, "max_force_ev_per_a": 1.24, "molar_mass_da": 785.8, "lumo_ev": [-7.27, -9.13], "multiplicity": 2}